# C9H14

A 2-piece molecular cluster, C9H14 overall in a non-equilibrium geometry (ωB97M-V/def2-TZVPD, the Open Molecules 2025 dataset).

ORCA input file:
```
! RIJCOSX wB97M-V def2-TZVPD def2/J DEFGRID3
* xyz 0 1
C 0.16516 2.45775 -1.43969
H 3.17535 -1.88731 1.00896
H -1.70127 1.90551 -2.41883
H -2.52030 -0.91619 0.06247
C 1.77732 -0.29437 1.38137
C 2.13639 -1.58399 1.01326
C 0.42819 0.03096 1.38626
H -0.03486 3.51945 -1.53577
H -0.04567 2.32015 -0.37840
C -0.51799 -0.86608 0.92108
H -2.45923 -0.88793 1.76219
H 2.53587 0.41920 1.67696
H -2.13476 0.62227 0.83484
H 1.21074 2.15791 -1.56376
H 1.50789 -3.56385 0.54746
H -0.73852 0.56440 -1.80470
C -0.15466 -2.17389 0.59868
H -0.96385 -2.79979 0.23049
H -0.28118 1.43688 -3.30363
H 0.08530 0.99969 1.72495
C -0.68525 1.52596 -2.30542
C 1.17974 -2.53831 0.71357
C -1.96444 -0.44840 0.88765
*
```

Energy above the lowest of the compared OMol25 structures with the same formula, charge and spin (kcal/mol): 7.0
Molar mass (g mol⁻¹): 122.211
Energy (a.u.): -351.3190
HOMO-LUMO gap (eV): 10.03
SMILES: Cc1ccccc1.CC
F_max (Eh/bohr): 0.0227

Want to see where the charge sits? The Löwdin charges in e are: atom 1 (C): -0.1641, atom 2 (H): 0.0982, atom 3 (H): 0.0617, atom 4 (H): 0.0791, atom 5 (C): -0.0794, atom 6 (C): -0.1066, atom 7 (C): -0.0738, atom 8 (H): 0.0580, atom 9 (H): 0.0356, atom 10 (C): -0.3004, atom 11 (H): 0.0840, atom 12 (H): 0.1022, atom 13 (H): 0.0716, atom 14 (H): 0.0684, atom 15 (H): 0.1034, atom 16 (H): 0.0478, atom 17 (C): -0.0492, atom 18 (H): 0.1122, atom 19 (H): 0.0567, atom 20 (H): 0.1057, atom 21 (C): -0.1566, atom 22 (C): -0.0917, atom 23 (C): -0.0629